1.
The following is a quantum chemistry calculation of a molecular structure, C53H57Co2N2O6, from OMol25.

```
120
Properties=species:S:1:pos:R:3:lowdin_charge:R:1
C 2.309 -0.207 -0.534 -0.05
C 3.370 -0.335 0.555 -0.51
C 4.510 -1.244 0.043 -0.06
C 3.964 1.063 0.740 -0.05
C 2.892 -0.837 1.951 -0.08
C 3.933 -1.231 2.796 -0.05
C 3.692 -1.626 4.103 -0.06
C 2.398 -1.585 4.613 -0.06
C 1.298 -1.233 3.826 -0.05
C -0.076 -1.286 4.624 -0.50
C -1.364 -1.459 3.840 -0.07
C -0.258 0.009 5.423 -0.05
C -0.045 -2.519 5.562 -0.07
C 1.566 -0.881 2.457 -0.06
N 0.519 -0.834 1.466 -0.03
C -0.083 -2.076 1.069 -0.30
C 1.649 -3.537 -0.290 -0.07
C 1.281 -4.067 -1.665 -0.20
C 0.709 -3.263 -2.657 -0.03
C 0.186 -3.851 -3.817 -0.07
C 0.289 -5.233 -4.006 -0.10
C 1.019 -6.019 -3.111 -0.09
C 1.577 -5.404 -1.993 -0.07
N -1.065 -1.707 0.142 0.05
C -1.669 -2.705 -0.667 -0.05
C -1.382 -4.051 -0.291 -0.11
C -0.486 -4.399 0.898 -0.43
C 0.148 -5.780 0.955 -0.04
C -1.496 -4.404 2.062 -0.03
C 0.658 -3.386 0.900 -0.14
C -2.058 -5.111 -0.877 -0.03
C -2.925 -4.886 -1.937 -0.08
C -3.140 -3.584 -2.367 -0.06
C -2.489 -2.470 -1.805 -0.07
C -2.766 -1.140 -2.592 -0.52
C -2.436 -1.368 -4.072 -0.06
C -1.983 0.113 -2.243 -0.09
C -4.261 -0.842 -2.446 -0.05
C -1.473 -0.436 0.559 -0.07
C -0.482 0.122 1.291 -0.05
H 1.736 0.717 -0.454 0.09
H 2.787 -0.226 -1.522 0.09
H 1.589 -1.014 -0.512 0.04
H 5.468 -0.927 0.474 0.07
H 4.353 -2.301 0.287 0.08
H 4.608 -1.168 -1.047 0.08
H 4.827 1.045 1.414 0.09
H 4.279 1.465 -0.229 0.10
H 3.224 1.752 1.155 0.07
H 4.962 -1.229 2.428 0.11
H 4.506 -1.972 4.738 0.10
H 2.241 -1.850 5.662 0.10
H -1.231 -2.287 3.120 0.03
H -2.165 -1.804 4.502 0.09
H -1.722 -0.551 3.352 0.08
H 0.450 0.096 6.251 0.08
H -0.137 0.880 4.764 0.09
H -1.275 0.054 5.838 0.09
H 0.520 -2.330 6.482 0.07
H -1.060 -2.807 5.873 0.08
H 0.400 -3.384 5.046 0.09
H 2.137 -2.566 -0.361 0.08
H 0.739 -2.177 -2.537 0.12
H -0.286 -3.222 -4.576 0.09
H -0.171 -5.689 -4.880 0.10
H 1.164 -7.091 -3.271 0.10
H 2.267 -5.962 -1.359 0.11
H 0.672 -6.064 0.049 0.06
H 0.886 -5.742 1.763 0.10
H -0.594 -6.545 1.195 0.08
H -2.261 -3.615 1.994 0.10
H -2.071 -5.329 1.935 0.09
H -1.012 -4.429 3.046 0.09
H -0.634 -2.338 1.965 0.07
H 1.296 -3.458 1.808 0.16
H 2.398 -4.253 0.065 0.11
H -1.929 -6.121 -0.483 0.11
H -3.420 -5.722 -2.430 0.10
H -3.822 -3.431 -3.207 0.10
H -2.969 -2.213 -4.513 0.07
H -2.694 -0.473 -4.651 0.09
H -1.361 -1.545 -4.188 0.07
H -2.367 0.630 -1.364 0.05
H -0.910 -0.079 -2.150 0.09
H -2.104 0.838 -3.062 0.08
H -4.529 -0.768 -1.386 0.09
H -4.516 0.107 -2.931 0.09
H -4.870 -1.633 -2.895 0.07
H -2.448 -0.014 0.351 0.12
H -0.377 1.138 1.645 0.13
O -1.366 5.799 1.693 0.10
C -0.693 5.452 0.813 -0.17
Co 0.302 5.104 -0.552 0.06
C 1.601 4.384 0.363 -0.20
O 2.366 3.903 1.080 0.08
C -0.464 3.810 -1.402 -0.20
O -0.962 2.883 -1.886 0.07
C -0.021 6.874 -1.489 -0.33
C -1.388 7.303 -1.612 -0.23
C -2.416 6.430 -2.044 -0.04
C -3.701 6.644 -1.557 -0.10
C -4.017 7.831 -0.884 -0.12
C -3.049 8.824 -0.734 -0.10
C -1.741 8.586 -1.139 -0.03
C 1.104 7.549 -0.905 -0.37
C 1.385 8.322 0.168 -0.03
Co 1.507 6.540 -2.275 0.08
C 0.995 5.363 -3.481 -0.14
O 0.737 4.622 -4.329 0.12
C 2.258 7.757 -3.344 -0.09
O 2.805 8.486 -4.055 0.12
C 2.998 5.747 -1.685 -0.12
O 4.032 5.262 -1.508 0.12
H -2.174 5.566 -2.675 0.11
H -4.462 5.873 -1.664 0.10
H -5.008 8.000 -0.470 0.09
H -3.286 9.800 -0.310 0.09
H -0.960 9.342 -1.041 0.11
H 2.423 8.464 0.465 0.03
H 0.586 8.774 0.764 0.04
```

Results
**HOMO level**: -4.168 eV
**Energy relative to the best compared isomer or geometry (same formula, charge and spin)**: 0.0 kJ/mol
**Molecular weight**: 935.9 g/mol
**Orbital gap**: 6.219 eV
**Energy**: -146401.4076 eV
**Total charge**: -1

2.
The following is a quantum chemistry calculation of C5H7N3O2 in the gas phase, from OMol25.

```
17
Properties=species:S:1:pos:R:3:nbo_charge:R:1
C 0.640 -2.160 0.625 0.04
N 1.259 -1.122 0.268 -0.40
C 1.957 -0.277 -0.516 0.05
C 1.496 0.963 -0.829 -0.33
C 0.250 1.468 -0.365 -0.19
C -0.931 0.775 -0.045 0.21
N -1.853 1.426 0.762 -0.82
N -1.294 -0.578 -0.412 0.46
O -0.880 -1.092 -1.485 -0.39
O -2.047 -1.126 0.433 -0.41
H 0.187 -2.226 1.604 0.18
H 0.333 -2.980 -0.026 0.17
H 2.935 -0.626 -0.890 0.22
H 2.106 1.756 -1.128 0.22
H 0.234 2.500 -0.168 0.21
H -2.858 1.276 0.707 0.40
H -1.534 2.022 1.464 0.39
```

Results
**HOMO level**: -7.540 eV
**Energy relative to the best compared isomer or geometry (same formula, charge and spin)**: 612.6 kJ/mol
**Molecular weight**: 141.1 g/mol
**Orbital gap**: 6.970 eV
**Energy**: -13857.8395 eV
**Total charge**: 0